Molecular formula: C54H126N12O8P2
Method: DFT, ωB97M-V with the def2-TZVPD basis set

```
202
Properties=species:S:1:pos:R:3:forces:R:3:lowdin_charge:R:1
C -22.455921 6.318723 -6.639708 -0.55 0.53 0.06 -0.35
O -23.466199 6.889266 -7.013783 0.17 -0.30 -0.17 0.00
N -22.383164 5.104296 -6.066304 -0.07 0.10 0.21 -0.19
C -21.183918 4.728684 -5.330915 -1.01 -0.73 -0.25 -0.04
C -23.549023 4.263933 -5.972258 -1.56 0.22 0.19 -0.05
H -21.466980 6.788578 -6.725095 0.16 0.11 0.05 0.12
H -20.910519 3.750439 -5.733956 0.68 0.11 0.38 0.10
H -21.466890 4.616107 -4.283197 0.41 -0.08 0.06 0.07
H -20.424185 5.495883 -5.445427 0.16 -0.15 -0.09 0.07
H -23.756478 3.783454 -5.012494 1.05 -0.11 0.20 0.08
H -24.459324 4.865746 -6.042246 0.26 0.34 -0.51 0.09
H -23.632727 3.505031 -6.750122 0.36 -0.06 -0.07 0.09
C -15.392219 3.814147 2.787662 -0.44 0.69 0.31 -0.34
O -14.486785 3.018878 2.778284 0.45 -0.09 0.02 0.03
N -15.289087 5.182782 2.730669 0.63 -0.26 0.04 -0.18
C -16.407123 5.952169 2.281004 -1.48 0.53 -0.20 -0.09
C -14.029197 5.871232 2.659833 0.79 1.19 0.52 -0.06
H -16.443114 3.510758 2.933218 -0.09 -0.06 -0.21 0.12
H -16.449893 7.004552 2.575494 0.66 -0.18 0.70 0.09
H -17.326473 5.520774 2.685509 -0.03 -0.12 -0.26 0.07
H -16.501126 6.062914 1.191795 0.16 -0.60 -0.09 0.09
H -13.869398 6.316308 1.673869 0.23 -0.37 -0.13 0.09
H -14.014090 6.728572 3.346979 -0.63 0.09 -0.08 0.09
H -13.142360 5.366332 3.038937 -0.34 -0.91 -0.59 0.09
O -20.671498 3.034534 -2.624682 -0.14 -0.96 0.50 -0.28
P -20.593357 2.776657 -1.165576 1.00 1.26 0.64 0.56
N -21.910227 3.423478 -0.350408 0.05 0.54 -0.66 -0.29
C -23.214830 2.882239 -0.696974 0.25 -1.31 0.28 -0.10
C -21.747724 4.077845 0.925232 -0.36 0.58 0.01 -0.11
N -19.213966 3.573371 -0.545445 -0.42 -0.15 -0.34 -0.28
C -18.683962 3.379980 0.805954 -0.40 -0.23 -1.23 -0.12
C -18.794395 4.836920 -1.157494 -0.01 -0.36 0.06 -0.10
N -20.477353 1.184919 -0.653980 0.30 0.17 -0.46 -0.29
C -20.489928 0.126477 -1.673910 0.78 -0.14 0.27 -0.09
C -20.725492 0.724874 0.720925 -0.14 -0.63 -0.89 -0.10
H -24.051010 3.445983 -0.287989 0.19 0.21 0.08 0.08
H -23.249597 1.856950 -0.299097 -0.53 0.02 0.14 0.06
H -23.374541 2.732716 -1.765112 0.29 0.44 -0.10 0.07
H -22.694189 4.483611 1.292599 -0.27 -0.55 -0.07 0.07
H -21.190610 5.013649 0.816273 0.59 -0.34 0.10 0.07
H -21.328728 3.398708 1.671341 0.02 0.38 0.31 0.06
H -19.232696 4.024787 1.494986 0.43 -0.18 0.49 0.06
H -18.780311 2.317708 1.019766 0.07 0.16 0.51 0.05
H -17.618168 3.606917 0.763964 -0.03 0.15 0.27 0.06
H -17.719256 4.985402 -1.027511 0.10 -0.32 0.05 0.07
H -18.981612 4.787712 -2.227239 -0.23 0.25 0.03 0.07
H -19.249134 5.715057 -0.688811 -0.31 0.04 -0.13 0.06
H -20.648507 -0.829937 -1.173972 -0.69 0.08 -0.07 0.08
H -21.201799 0.356234 -2.462454 -0.11 -0.31 0.01 0.08
H -19.507448 -0.052850 -2.123347 0.06 0.49 -0.21 0.07
H -20.133914 -0.173649 0.919287 0.34 0.15 -0.11 0.08
H -21.754263 0.357619 0.776016 -0.21 0.45 0.54 0.08
H -20.435943 1.453792 1.469347 -0.50 0.10 0.04 0.05
O -22.243135 10.467359 1.860736 -0.75 0.07 -0.51 -0.29
P -22.788179 9.505110 0.871272 0.24 -0.15 -0.48 0.52
N -24.292007 9.908314 0.187316 1.39 -0.61 -0.37 -0.31
C -24.648884 9.403356 -1.144811 -0.13 1.37 0.03 -0.10
C -24.995640 11.064922 0.694890 -0.25 -0.12 1.20 -0.12
N -22.977206 7.966431 1.473660 0.21 -0.41 0.04 -0.31
C -24.294699 7.352947 1.696512 1.20 0.32 -0.50 -0.08
C -21.876992 7.557875 2.339191 0.13 -0.02 0.56 -0.12
N -21.684798 9.226989 -0.357674 -0.27 1.48 0.98 -0.31
C -20.758086 10.318732 -0.716009 -0.37 -0.98 -1.58 -0.09
C -21.486579 7.978948 -1.054343 -0.45 0.87 -0.33 -0.12
H -25.671498 9.026296 -1.120113 0.12 -0.52 -0.08 0.08
H -23.913601 8.731432 -1.576429 -0.19 -0.42 0.42 0.06
H -24.669194 10.225863 -1.870203 -0.01 0.17 0.06 0.08
H -26.022420 11.140250 0.334754 0.10 -0.24 -0.33 0.08
H -24.501526 12.031327 0.565328 0.13 -0.12 -0.29 0.08
H -25.079024 10.890133 1.771843 -0.09 0.45 0.03 0.08
H -24.721059 7.361657 0.694946 -0.95 0.03 0.45 0.07
H -24.155983 6.309059 1.979380 0.04 0.02 0.10 0.07
H -24.834962 7.879975 2.484586 -0.48 -0.12 -0.26 0.08
H -20.887786 7.553417 1.872946 -0.19 0.15 -0.50 0.08
H -21.773735 8.238270 3.189153 -0.09 -0.16 0.19 0.08
H -22.031018 6.537582 2.692382 -0.18 0.04 0.06 0.06
H -20.866913 10.506075 -1.793587 -0.02 -0.10 -0.14 0.07
H -20.950960 11.297558 -0.291827 0.04 -0.38 0.83 0.08
H -19.739616 9.938683 -0.624906 0.22 0.44 0.50 0.08
H -21.433992 8.234215 -2.119990 0.43 -0.39 -0.05 0.08
H -22.388180 7.381105 -0.946554 0.33 -0.44 0.24 0.07
H -20.578656 7.487663 -0.692971 -0.12 -0.29 -0.28 0.06
C -17.161842 4.545180 6.313488 -0.99 1.58 -0.16 -0.02
C -18.146073 3.446808 6.675669 0.73 -1.51 0.47 -0.50
C -18.696497 3.623912 8.110120 0.24 0.28 -0.41 -0.14
C -19.892541 4.538087 8.274033 -0.51 0.33 -0.74 -0.18
C -21.014453 4.064783 7.319030 1.03 -1.09 2.06 -0.15
C -20.575503 3.847391 5.872476 -1.17 1.27 -0.59 -0.49
N -19.249550 3.247571 5.741767 -0.94 -0.64 1.41 -0.11
O -18.869839 2.868828 4.427458 -0.50 0.16 0.68 -0.02
C -21.765109 3.037586 5.298111 0.59 0.32 -0.97 -0.03
C -20.503256 5.256891 5.225648 0.24 -0.22 0.13 -0.02
C -17.337071 2.114614 6.691344 -0.10 -0.88 -1.70 -0.04
H -16.163414 4.377828 6.706394 0.07 -0.10 -0.24 0.09
H -17.528821 5.487632 6.742015 0.16 0.00 0.20 0.08
H -17.193626 4.783534 5.248260 0.50 -0.52 -0.12 0.07
H -18.931375 2.621690 8.470663 -0.09 0.10 0.24 0.12
H -17.897101 4.066222 8.708510 0.21 -0.44 0.07 0.12
H -19.619938 5.583195 8.104513 0.07 0.01 -0.01 0.10
H -20.206500 4.450681 9.315037 -0.23 0.19 -0.04 0.11
H -21.971625 4.576979 7.413232 0.29 0.66 -0.43 0.12
H -21.269408 3.116656 7.813405 0.00 -0.42 -0.61 0.12
H -22.652782 3.672690 5.306936 0.02 0.05 0.37 0.08
H -21.646540 2.830042 4.230280 0.26 -0.36 0.09 0.06
H -21.975093 2.135711 5.869558 0.14 -0.12 -0.11 0.08
H -21.434754 5.818498 5.139486 -0.17 -0.25 0.12 0.08
H -19.846580 5.807834 5.901075 0.11 0.36 -0.39 0.07
H -20.051440 5.184983 4.234627 0.07 0.07 0.01 0.07
H -17.164514 1.803922 5.651245 0.25 0.50 -0.12 0.07
H -17.886990 1.220090 7.001124 -0.19 0.42 0.81 0.08
H -16.321237 2.113776 7.083212 -0.24 0.36 0.59 0.08
H -19.002541 1.921250 4.550915 0.21 -0.09 -0.80 0.10
C -27.060759 2.542460 -1.211008 0.14 0.04 0.47 -0.02
C -26.977027 1.080474 -1.737782 -0.78 0.20 -0.03 -0.49
C -28.427829 0.545077 -1.747927 -0.67 -1.13 0.44 -0.13
C -28.640610 -0.716031 -2.602446 0.43 -0.35 -0.83 -0.18
C -28.275397 -0.389527 -4.037862 0.03 0.18 0.54 -0.16
C -26.807245 0.051908 -4.080480 0.30 0.28 -0.47 -0.50
N -26.514684 1.124371 -3.125627 -1.34 0.31 -0.39 -0.10
O -25.183551 1.573807 -3.273281 0.03 -0.10 0.40 -0.02
C -25.900218 -1.183862 -3.888021 0.90 -0.51 -2.04 -0.03
C -26.547768 0.579855 -5.513094 0.38 -0.01 0.29 -0.04
C -26.162460 0.203447 -0.789126 2.02 1.31 0.46 -0.03
H -27.034786 2.504517 -0.119190 0.01 0.17 0.02 0.08
H -27.966987 3.087308 -1.483002 -0.23 -0.50 -0.16 0.08
H -26.283697 3.239048 -1.534003 0.46 -0.52 0.01 0.06
H -28.717971 0.188760 -0.755370 0.36 0.54 0.36 0.12
H -29.120244 1.359902 -1.959932 -0.08 -0.18 -0.54 0.11
H -29.621804 -1.194513 -2.571455 -0.28 0.60 0.35 0.11
H -27.979077 -1.530978 -2.290677 0.14 0.21 0.36 0.10
H -28.995802 0.357122 -4.383868 0.41 0.34 -0.20 0.12
H -28.338898 -1.224455 -4.737392 -0.17 -0.18 0.22 0.12
H -25.741127 -1.667799 -2.932164 -0.49 0.15 0.14 0.06
H -26.168246 -1.916646 -4.662486 -0.73 -0.36 0.57 0.09
H -24.905963 -1.035354 -4.330745 0.19 0.81 0.71 0.08
H -27.008503 -0.105212 -6.225614 0.47 -0.23 -0.09 0.08
H -26.962486 1.554386 -5.776690 -0.25 0.09 0.64 0.09
H -25.466303 0.673245 -5.614767 -0.06 -0.20 -0.52 0.07
H -26.452540 0.296771 0.259927 -0.91 -0.68 -0.21 0.09
H -25.170840 0.661467 -0.640506 0.11 0.00 -0.67 0.06
H -25.924863 -0.789649 -1.151590 -0.58 -0.23 0.28 0.07
H -25.314698 2.506585 -3.477093 0.20 -0.02 -0.11 0.09
C -17.782870 10.788677 -4.941740 -0.39 -1.87 -0.44 -0.02
C -17.546652 9.246938 -5.148408 -2.24 0.05 0.03 -0.47
C -17.200113 8.895275 -6.618421 -0.89 -0.95 0.01 -0.13
C -16.370432 7.618084 -6.771593 2.53 1.04 -1.00 -0.18
C -15.184138 7.613855 -5.800472 -0.92 -0.43 -0.01 -0.14
C -15.645921 7.695158 -4.356651 1.48 -0.19 2.24 -0.53
N -16.493173 8.862805 -4.202501 0.16 0.35 -0.86 -0.11
O -16.947435 9.016644 -2.861522 0.03 0.10 -0.36 -0.02
C -16.229195 6.379291 -3.806309 -1.15 -0.21 -1.59 -0.02
C -14.375116 7.934821 -3.499173 0.04 0.63 0.47 -0.05
C -18.947631 8.563452 -4.849377 1.81 -0.46 0.84 -0.03
H -18.539999 10.844576 -4.160057 0.44 0.54 0.43 0.07
H -18.294927 11.167685 -5.825617 0.42 0.35 -0.13 0.08
H -16.809221 11.217267 -4.717345 -0.25 0.59 -0.07 0.09
H -18.043454 8.566163 -7.241479 -0.86 0.70 0.79 0.11
H -16.917016 9.804989 -7.150463 1.13 -0.30 0.05 0.11
H -15.916338 7.693024 -7.768915 0.00 0.01 -0.05 0.11
H -16.844596 6.641487 -6.867234 -0.75 0.27 0.74 0.11
H -14.550051 8.485750 -5.964715 0.03 -0.04 -0.25 0.12
H -14.603640 6.699467 -5.935187 0.18 0.10 0.09 0.12
H -17.060998 6.180424 -4.494573 -0.32 -0.38 0.46 0.07
H -15.585177 5.506119 -3.919442 0.39 0.27 0.01 0.09
H -16.596149 6.392080 -2.783316 0.04 0.43 -0.01 0.07
H -13.745528 7.047462 -3.558504 0.27 0.19 -0.13 0.08
H -13.844221 8.860511 -3.744652 0.15 -0.29 -0.71 0.08
H -14.556204 8.130097 -2.438129 -0.59 -0.52 -0.01 0.07
H -19.146784 8.555402 -3.775181 -0.09 0.45 -0.01 0.06
H -18.780084 7.501561 -5.048749 -0.68 -0.02 -0.61 0.06
H -19.749731 9.064235 -5.382338 -0.05 -0.33 -0.25 0.08
H -16.794027 9.961945 -2.739818 0.01 -0.13 0.39 0.10
C -16.080798 -3.663838 -1.206270 -0.43 0.46 -0.61 -0.04
C -15.747046 -2.697113 -0.042270 1.84 -0.60 -0.07 -0.50
C -14.200555 -2.565834 -0.162234 0.56 0.32 1.62 -0.14
C -13.581671 -1.483487 0.729381 -1.37 0.77 -0.48 -0.17
C -14.268608 -0.140025 0.469099 0.50 -0.25 0.85 -0.14
C -15.805873 -0.168430 0.402129 -0.22 0.23 1.66 -0.49
N -16.294043 -1.356267 -0.265740 0.39 -2.00 -1.56 -0.08
O -17.738113 -1.513129 -0.292414 0.82 1.79 0.29 -0.03
C -16.382369 -0.095498 1.863067 0.41 -0.68 0.50 -0.01
C -16.177617 1.098375 -0.354952 -1.35 0.11 0.35 -0.02
C -16.062137 -3.431117 1.288753 0.02 1.32 -0.13 -0.03
H -17.131675 -3.830830 -1.451088 -0.14 0.52 0.29 0.08
H -15.704408 -4.682172 -1.095393 0.45 0.21 0.49 0.08
H -15.591107 -3.229830 -2.079509 -0.25 -0.18 -0.24 0.08
H -13.775415 -3.464727 0.293451 -0.01 -0.47 -0.96 0.11
H -13.868917 -2.372880 -1.181234 -0.14 -0.35 -0.11 0.12
H -12.521930 -1.337032 0.525532 0.09 -0.35 0.21 0.11
H -13.753009 -1.695816 1.787681 0.31 -0.35 -0.02 0.11
H -13.813908 0.379749 -0.374415 -0.21 -0.14 -0.22 0.12
H -14.045300 0.435858 1.369796 0.03 0.58 -0.39 0.11
H -16.973942 0.787496 2.108151 -0.18 -0.02 -0.29 0.06
H -16.927776 -1.012472 2.088468 -0.55 0.30 -0.24 0.06
H -15.603618 -0.133588 2.631243 0.27 0.30 -0.24 0.08
H -16.042914 1.952854 0.312328 0.82 0.04 -0.23 0.07
H -15.650296 1.161918 -1.302482 -0.05 0.24 0.00 0.09
H -17.263941 1.206182 -0.503617 0.01 -0.36 -0.41 0.07
H -15.751220 -2.858307 2.166287 -0.25 0.24 -0.06 0.07
H -15.443094 -4.322745 1.361020 -0.56 -0.42 -0.31 0.08
H -17.143154 -3.561513 1.295539 0.07 -0.56 0.42 0.08
H -17.886584 -0.614314 -0.640055 -0.97 -0.57 -0.08 0.06
```
Positions in Å, forces in eV/Å.

As for the LUMO energy: 0.2853 eV. The calculation puts the total energy at -4074.56944 Ha. Its total charge is 0. The calculation puts the orbital gap at 8.27 eV.